[1]
A single C21H30N4O2 molecule. Source: the Open Molecules 2025 dataset; level of theory: ωB97M-V/def2-TZVPD.

```
57
Properties=species:S:1:pos:R:3:lowdin_charge:R:1
C -0.47949 -4.47898 -1.02221 -0.070
C -1.29406 -3.80011 0.08031 -0.202
N -1.19525 -2.35919 0.02198 -0.054
C -1.79374 -1.70132 -1.13107 -0.089
C -2.75219 -0.61203 -0.72674 -0.206
C -3.61410 -0.77525 0.35201 -0.017
C -4.48811 0.25129 0.66797 -0.146
N -4.56015 1.38395 -0.00932 0.056
C -3.74423 1.53748 -1.03733 -0.155
C -2.82681 0.57896 -1.43716 -0.028
C -0.47409 -1.55997 0.83421 -0.460
O -0.40413 -0.36009 0.62657 0.067
C 0.26280 -2.16462 2.02534 -0.067
C 1.56270 -2.85371 1.56731 -0.076
C 2.14466 -2.08339 0.44117 -0.358
N 2.03900 -2.36243 -0.81619 0.100
N 2.63871 -1.36078 -1.49617 0.116
C 3.07834 -0.51891 -0.62102 -0.341
C 3.78541 0.75758 -0.86510 -0.102
C 2.81451 1.83744 -1.36756 -0.154
C 1.60815 2.07114 -0.45220 -0.338
C 2.00924 2.56800 0.93740 -0.160
C 0.76883 2.76761 1.80371 -0.195
C -0.17811 3.77461 1.16202 -0.201
C -0.57888 3.28455 -0.22426 -0.200
C 0.65746 3.08390 -1.09422 -0.165
O 2.80345 -0.92652 0.64024 0.153
H 0.52215 -4.05583 -1.06237 0.042
H -0.41574 -5.54673 -0.82985 0.075
H -0.94423 -4.33516 -1.99395 0.070
H -0.95274 -4.14403 1.05555 0.104
H -2.35182 -4.07471 -0.01634 0.123
H -2.33213 -2.45431 -1.71065 0.134
H -1.00258 -1.27503 -1.75743 0.139
H -3.59581 -1.67961 0.94209 0.111
H -5.16917 0.16349 1.50489 0.102
H -3.82751 2.47997 -1.56248 0.105
H -2.17379 0.75967 -2.27700 0.114
H -0.36311 -2.85520 2.58983 0.114
H 0.51503 -1.32070 2.67055 0.127
H 2.27306 -2.89275 2.39468 0.127
H 1.36992 -3.86485 1.21147 0.115
H 4.26339 1.07188 0.06260 0.117
H 4.55220 0.58975 -1.62324 0.124
H 3.37174 2.77011 -1.48348 0.120
H 2.45300 1.53385 -2.35209 0.118
H 1.06001 1.13201 -0.33114 0.117
H 2.66560 1.84394 1.42361 0.104
H 2.55417 3.51221 0.84551 0.124
H 1.06096 3.10535 2.80127 0.108
H 0.25238 1.81081 1.90012 0.100
H -1.06754 3.89955 1.78297 0.109
H 0.31652 4.74654 1.08166 0.112
H -1.25742 3.99898 -0.69608 0.109
H -1.10166 2.33182 -0.12374 0.092
H 0.35934 2.73129 -2.08449 0.112
H 1.17593 4.03850 -1.22219 0.120
```

Properties
SMILES: CCN(Cc1ccncc1)C(=O)CCc1nnc(CCC2CCCCC2)o1
ΔE to the lowest compared entry with this formula, charge and spin, kcal/mol: 0.0
Kohn-Sham gap, eV: 10.07
Total charge: 0
Maximum force, eV/A: 1.4

[2]
2 unconnected molecules or ions with the total composition C3H9S2. Source: the Open Molecules 2025 dataset; level of theory: ωB97M-V/def2-TZVPD.

```
14
Properties=species:S:1:pos:R:3:lowdin_charge:R:1
C 0.19081 2.36617 0.88094 -0.705
S 0.94107 2.55300 -0.80838 -0.029
H -0.62569 3.09044 0.90308 -0.030
H -0.14206 1.35961 1.11327 -0.052
H 0.93886 2.64505 1.64254 -0.020
C -0.09716 -0.78012 -0.76690 -0.528
S -0.79529 -2.34666 -0.24647 0.684
C -0.35557 -2.09817 1.50381 -0.440
H -0.16945 -0.54724 -1.85486 0.035
H 1.00228 -0.74050 -0.78368 0.035
H -0.59525 0.15014 -0.49769 -0.013
H -0.61014 -1.07294 1.78303 0.022
H -0.99689 -2.71574 2.12970 0.016
H 0.70275 -2.24671 1.66740 0.026
```

Properties
ΔE to the lowest compared entry with this formula, charge and spin, kcal/mol: 28.8
Kohn-Sham gap, eV: 5.39
Total charge: -1
Maximum force, eV/A: 3.0